C21H10Cl5N4O7RuSe as an isolated structure. Source: the OMol25 dataset; level of theory: ωB97M-V with the def2-TZVPD basis set.

Geometry (Å):
Ru1 1.50 0.27 1.84
Cl1 3.95 1.59 3.57
C1 4.23 -0.08 3.19
C2 3.23 -0.75 2.52
C3 3.45 -2.09 2.22
Cl2 2.19 -2.95 1.38
C4 4.62 -2.75 2.58
Cl3 4.85 -4.41 2.20
C5 5.61 -2.04 3.25
Cl4 7.07 -2.82 3.70
C6 5.42 -0.69 3.57
Cl5 6.64 0.19 4.40
O1 -1.33 2.46 2.00
C7 -1.11 1.27 2.12
O2 -0.19 0.73 2.89
C8 -1.86 0.27 1.28
C9 -3.23 0.16 1.30
C10 -3.85 -0.74 0.44
C11 -3.14 -1.51 -0.45
C12 -1.76 -1.38 -0.48
C13 -1.08 -0.50 0.39
O3 0.22 -0.36 0.37
N1 -1.04 -2.18 -1.47
O4 -1.58 -3.21 -1.85
O5 0.04 -1.80 -1.86
N2 -5.31 -0.84 0.45
O6 -5.92 -0.17 1.26
O7 -5.83 -1.60 -0.34
H1 -3.83 0.77 1.96
H2 -3.64 -2.20 -1.11
C14 2.03 0.64 -2.56
N3 0.94 1.40 -1.97
C15 0.99 2.09 -0.83
Se1 2.44 2.25 0.35
N4 -0.23 2.58 -0.58
C16 -1.13 2.12 -1.53
C17 -2.50 2.26 -1.65
C18 -3.09 1.62 -2.72
C19 -2.34 0.88 -3.64
C20 -0.97 0.75 -3.52
C21 -0.38 1.38 -2.43
H3 2.50 1.21 -3.36
H4 1.63 -0.30 -2.95
H5 2.76 0.43 -1.79
H6 -0.49 2.97 0.33
H7 -3.08 2.83 -0.93
H8 -4.17 1.69 -2.85
H9 -2.84 0.40 -4.47
H10 -0.39 0.16 -4.22

The energy above the lowest of the compared OMol25 structures with the same formula, charge and spin is 0.0 kcal/mol. As for the spin multiplicity: 6. The charge is 0. The value obtained for the HOMO-LUMO gap (spin up / spin down) is 8.1 / 7.0 eV.

Atomic partial charges in e from the natural (NBO) method, atoms 1 to 4: 1.503, 0.041, -0.081, -0.373

---

A 2-piece molecular cluster, C21H10F4NO3 overall at a distorted geometry. Source: the OMol25 dataset; level of theory: ωB97M-V with the def2-TZVPD basis set.

Geometry (Å):
F1 1.53 -2.95 2.56
C1 1.88 -1.66 2.48
C2 3.08 -1.28 1.99
F2 3.99 -2.18 1.57
C3 3.53 0.11 1.98
O1 4.68 0.45 1.64
C4 2.60 1.04 2.62
F3 3.06 2.31 2.76
C5 1.42 0.66 3.14
F4 0.64 1.50 3.86
C6 0.90 -0.71 2.99
O2 -0.26 -1.04 3.34
C7 -4.91 -4.61 0.54
C8 -4.09 -4.32 -0.57
C9 -3.44 -3.09 -0.65
C10 -3.57 -2.13 0.39
C11 -3.13 -0.78 0.22
C12 -3.04 -0.15 -1.10
O3 -2.29 0.81 -1.28
C13 -3.92 -0.59 -2.26
C14 -5.25 -0.98 -2.09
C15 -5.98 -1.51 -3.16
C16 -5.41 -1.58 -4.43
C17 -4.14 -1.01 -4.64
C18 -3.44 -0.45 -3.57
C19 -3.02 0.09 1.33
N1 -2.96 0.84 2.24
C20 -4.25 -2.52 1.58
C21 -5.00 -3.69 1.60
H1 -5.46 -5.55 0.57
H2 -3.99 -5.05 -1.39
H3 -2.84 -2.85 -1.53
H4 -5.72 -0.85 -1.11
H5 -7.01 -1.86 -3.00
H6 -5.95 -2.04 -5.26
H7 -3.70 -0.98 -5.63
H8 -2.53 0.11 -3.73
H9 -4.25 -1.83 2.44
H10 -5.69 -3.89 2.42

The energy above the lowest of the compared OMol25 structures with the same formula, charge and spin is 0.0 kcal/mol. The charge is -1. The value obtained for the HOMO-LUMO gap is 2.9 eV.

Atomic partial charges in e from the natural (NBO) method, atoms 1 to 4: -0.272, 0.284, 0.308, -0.292

---

The molecule C21H10F5NO3. Source: the OMol25 dataset; level of theory: ωB97M-V with the def2-TZVPD basis set.

Geometry (Å):
O1 2.08 2.35 -0.98
C1 1.83 1.22 -0.69
C2 2.76 0.26 -0.07
C3 2.33 -0.96 0.32
C4 0.98 -1.37 0.09
C5 0.13 -0.46 -0.55
C6 -1.19 -0.79 -0.84
C7 -1.68 -2.03 -0.47
C8 -0.84 -2.95 0.18
C9 0.46 -2.62 0.45
H1 1.11 -3.33 0.95
H2 -1.26 -3.90 0.46
O2 -2.95 -2.46 -0.68
C10 -3.87 -1.60 -1.31
C11 -4.22 -0.36 -0.52
C12 -4.14 -0.29 0.87
C13 -4.47 0.88 1.56
C14 -4.90 2.00 0.87
C15 -5.00 1.95 -0.52
C16 -4.66 0.78 -1.19
F1 -4.75 0.75 -2.52
F2 -5.42 3.02 -1.20
F3 -5.22 3.11 1.53
F4 -4.37 0.91 2.89
F5 -3.75 -1.35 1.58
H3 -4.78 -2.21 -1.43
H4 -3.52 -1.31 -2.30
H5 -1.79 -0.04 -1.34
O3 0.55 0.77 -0.91
H6 3.01 -1.67 0.78
C17 4.15 0.70 0.12
N1 4.75 1.26 -0.92
C18 5.99 1.68 -0.79
C19 6.72 1.56 0.39
C20 6.10 0.97 1.48
C21 4.79 0.53 1.35
H7 4.27 0.08 2.18
H8 6.62 0.86 2.41
H9 7.73 1.92 0.45
H10 6.42 2.12 -1.68

The charge is 0. Its SMILES is O=c1oc2cc(OCc3c(F)c(F)c(F)c(F)c3F)ccc2cc1-c1ccccn1. The value obtained for the HOMO-LUMO gap is 8.3 eV.

Atomic partial charges in e from the natural (NBO) method, atoms 1 to 4: -0.535, 0.752, -0.175, -0.084

---

C21H11EuN5O6 as an isolated structure at a distorted geometry. Source: the OMol25 dataset; level of theory: ωB97M-V with the def2-TZVPD basis set.

Geometry (Å):
Eu1 11.20 10.93 8.89
O1 10.50 14.24 12.21
C1 10.74 13.14 11.46
O2 10.27 12.98 10.31
C2 11.69 12.19 12.05
C3 12.19 12.36 13.37
C4 13.29 11.55 13.70
C5 13.94 10.71 12.81
C6 13.37 10.64 11.50
N1 12.19 11.23 11.26
C7 13.96 9.99 10.30
O3 15.07 9.25 10.47
O4 13.47 10.13 9.16
H1 9.98 14.84 11.63
H2 11.85 13.14 14.06
H3 13.69 11.54 14.75
H4 14.84 10.11 13.08
H5 15.15 8.97 11.43
O5 9.34 12.03 4.93
C8 9.64 11.97 6.11
O6 10.78 11.89 6.67
C9 8.49 11.74 7.01
C10 7.16 11.87 6.46
C11 6.11 11.54 7.26
C12 6.34 11.26 8.65
C13 5.30 10.99 9.56
C14 5.53 10.62 10.89
C15 6.88 10.62 11.37
C16 7.91 10.82 10.50
C17 7.68 11.10 9.10
N2 8.70 11.23 8.21
H6 7.09 12.19 5.43
H7 5.09 11.46 6.88
H8 4.33 10.97 9.13
H9 4.61 10.41 11.51
H10 7.08 10.41 12.45
H11 8.98 10.77 10.88
N3 11.10 8.66 8.05
C18 10.89 7.53 8.27
C19 10.83 6.18 8.56
C20 10.30 5.64 9.75
N4 9.87 5.18 10.73
C21 11.49 5.39 7.54
N5 12.07 4.83 6.70

As for the spin multiplicity: 8. The charge is 0. The value obtained for the HOMO-LUMO gap (spin up / spin down) is 4.7 / 4.8 eV.

Atomic partial charges in e from the Mulliken method, atoms 1 to 4: 1.314, -0.473, 0.507, -0.493

---

Please write out number 4 again, unchanged.
C21H11EuN5O6 as an isolated structure at a distorted geometry. Source: the OMol25 dataset; level of theory: ωB97M-V with the def2-TZVPD basis set.

Geometry (Å):
Eu1 11.20 10.93 8.89
O1 10.50 14.24 12.21
C1 10.74 13.14 11.46
O2 10.27 12.98 10.31
C2 11.69 12.19 12.05
C3 12.19 12.36 13.37
C4 13.29 11.55 13.70
C5 13.94 10.71 12.81
C6 13.37 10.64 11.50
N1 12.19 11.23 11.26
C7 13.96 9.99 10.30
O3 15.07 9.25 10.47
O4 13.47 10.13 9.16
H1 9.98 14.84 11.63
H2 11.85 13.14 14.06
H3 13.69 11.54 14.75
H4 14.84 10.11 13.08
H5 15.15 8.97 11.43
O5 9.34 12.03 4.93
C8 9.64 11.97 6.11
O6 10.78 11.89 6.67
C9 8.49 11.74 7.01
C10 7.16 11.87 6.46
C11 6.11 11.54 7.26
C12 6.34 11.26 8.65
C13 5.30 10.99 9.56
C14 5.53 10.62 10.89
C15 6.88 10.62 11.37
C16 7.91 10.82 10.50
C17 7.68 11.10 9.10
N2 8.70 11.23 8.21
H6 7.09 12.19 5.43
H7 5.09 11.46 6.88
H8 4.33 10.97 9.13
H9 4.61 10.41 11.51
H10 7.08 10.41 12.45
H11 8.98 10.77 10.88
N3 11.10 8.66 8.05
C18 10.89 7.53 8.27
C19 10.83 6.18 8.56
C20 10.30 5.64 9.75
N4 9.87 5.18 10.73
C21 11.49 5.39 7.54
N5 12.07 4.83 6.70

As for the spin multiplicity: 8. The charge is 0. The value obtained for the HOMO-LUMO gap (spin up / spin down) is 4.7 / 4.8 eV.

Atomic partial charges in e from the Mulliken method, atoms 1 to 4: 1.314, -0.473, 0.507, -0.493